(1)
Below is a molecular structure, C37H50F3IrN4O3P2S2Si2 in a non-equilibrium geometry, with properties calculated with the ωB97M-V functional and the def2-TZVPD basis.

Last column: natural (NBO) charge in e.
Atoms and positions in Å:
Ir (0.610, -0.159, -0.898)  1.03
C (-1.007, -2.556, -3.259)  -1.11
Si (-2.111, -2.554, -1.710)  1.82
C (-3.764, -1.689, -2.132)  -1.11
C (-2.369, -4.353, -1.108)  -1.12
N (-1.294, -1.567, -0.552)  -1.56
P (-0.946, -1.561, 1.013)  1.79
C (-0.022, -0.098, 1.193)  -0.94
P (-0.761, 1.457, 0.943)  1.74
N (-0.924, 1.544, -0.666)  -1.56
Si (-1.647, 2.814, -1.596)  1.82
C (-0.719, 4.473, -1.353)  -1.12
C (-1.561, 2.193, -3.393)  -1.12
C (-3.470, 3.189, -1.149)  -1.12
C (0.428, 2.750, 1.419)  -0.30
C (1.566, 2.719, 0.616)  -0.18
C (2.582, 3.635, 0.773)  -0.21
C (2.470, 4.615, 1.746)  -0.18
C (1.336, 4.665, 2.538)  -0.22
C (0.313, 3.744, 2.378)  -0.20
C (-2.382, 1.549, 1.760)  -0.34
C (-2.710, 2.090, 2.996)  -0.20
C (-4.005, 1.978, 3.476)  -0.22
C (-4.961, 1.276, 2.761)  -0.19
C (-4.627, 0.693, 1.548)  -0.20
C (-3.348, 0.836, 1.050)  -0.21
C (0.203, -2.922, 1.414)  -0.41
C (1.171, -3.145, 0.442)  -0.17
C (2.130, -4.123, 0.612)  -0.20
C (2.115, -4.899, 1.761)  -0.19
C (1.138, -4.700, 2.721)  -0.23
C (0.179, -3.713, 2.555)  -0.12
C (-2.316, -1.793, 2.191)  -0.40
C (-2.040, -1.408, 3.499)  -0.20
C (-2.987, -1.583, 4.489)  -0.20
C (-4.214, -2.145, 4.172)  -0.22
C (-4.498, -2.513, 2.866)  -0.16
C (-3.553, -2.334, 1.868)  -0.21
H (-1.492, -3.042, -4.099)  0.23
H (-0.066, -3.066, -3.079)  0.23
H (-0.773, -1.537, -3.550)  0.24
H (-4.183, -2.078, -3.054)  0.23
H (-3.595, -0.626, -2.275)  0.24
H (-4.520, -1.803, -1.360)  0.22
H (-3.311, -4.770, -1.449)  0.23
H (-2.347, -4.421, -0.024)  0.23
H (-1.579, -4.996, -1.485)  0.24
H (0.349, 4.358, -1.497)  0.23
H (-0.870, 4.847, -0.345)  0.24
H (-1.067, 5.234, -2.042)  0.23
H (-0.537, 2.070, -3.727)  0.24
H (-2.057, 2.885, -4.065)  0.23
H (-2.046, 1.228, -3.491)  0.23
H (-3.578, 3.518, -0.120)  0.23
H (-4.122, 2.335, -1.293)  0.23
H (-3.836, 3.989, -1.784)  0.23
H (1.650, 1.940, -0.139)  0.20
H (3.457, 3.578, 0.146)  0.22
H (3.256, 5.343, 1.879)  0.21
H (1.235, 5.434, 3.290)  0.21
H (-0.562, 3.827, 3.005)  0.21
H (-1.966, 2.588, 3.595)  0.21
H (-4.268, 2.441, 4.417)  0.22
H (-5.962, 1.176, 3.156)  0.22
H (-5.364, 0.128, 0.996)  0.22
H (-3.063, 0.404, 0.101)  0.25
H (1.160, -2.515, -0.447)  0.21
H (2.888, -4.278, -0.141)  0.21
H (2.878, -5.649, 1.914)  0.21
H (1.121, -5.317, 3.609)  0.21
H (-0.574, -3.562, 3.318)  0.21
H (-1.079, -0.963, 3.721)  0.23
H (-2.774, -1.283, 5.506)  0.22
H (-4.951, -2.301, 4.949)  0.22
H (-5.463, -2.941, 2.628)  0.21
H (-3.769, -2.599, 0.844)  0.22
C (3.562, -2.039, -2.898)  -0.41
N (4.019, -0.678, -2.735)  -0.42
C (5.153, -0.567, -1.834)  -0.42
C (3.140, 0.323, -2.931)  0.40
S (1.499, -0.015, -3.269)  -0.28
N (3.578, 1.589, -3.053)  -0.42
C (2.634, 2.677, -3.155)  -0.41
C (4.925, 1.908, -3.470)  -0.41
H (4.433, -2.676, -3.044)  0.20
H (2.907, -2.100, -3.767)  0.23
H (3.015, -2.376, -2.012)  0.21
H (4.991, -1.236, -0.990)  0.23
H (5.238, 0.429, -1.414)  0.24
H (6.075, -0.858, -2.342)  0.19
H (1.785, 2.502, -2.493)  0.24
H (2.256, 2.779, -4.178)  0.21
H (3.132, 3.601, -2.862)  0.21
H (5.425, 1.007, -3.814)  0.22
H (5.503, 2.362, -2.663)  0.21
H (4.876, 2.610, -4.304)  0.21
F (5.035, -0.878, 2.841)  -0.32
C (4.097, -1.313, 1.999)  0.70
F (3.206, -2.009, 2.707)  -0.32
F (4.695, -2.174, 1.159)  -0.33
S (3.252, 0.120, 1.117)  2.37
O (4.317, 1.035, 0.812)  -0.97
O (2.283, 0.530, 2.090)  -0.93
O (2.739, -0.540, -0.089)  -1.03

Summary:
Max |F| ... 1.771 eV/A
Net charge ... 0
Kohn-Sham gap (alpha / beta) ... 0.253 / 0.262 Ha
2S+1 ... 5
HOMO (alpha / beta) ... -6.353 / -7.948 eV



(2)
Below is a molecular structure, C37H51BN10O2PW in a non-equilibrium geometry, with properties calculated with the ωB97M-V functional and the def2-TZVPD basis.

Last column: Löwdin spin population.
Atoms and positions in Å:
W (-0.177, 0.602, 0.288)  0.81
C (1.306, 4.269, -0.483)  0.00
C (1.079, 3.683, 0.866)  0.00
C (1.436, 4.305, 2.056)  0.00
C (1.125, 3.420, 3.075)  0.00
C (1.298, 3.556, 4.546)  0.00
N (0.599, 2.325, 2.513)  0.01
N (0.550, 2.468, 1.143)  0.01
B (-0.359, 1.268, 3.104)  0.02
N (-1.412, 1.174, 1.951)  0.09
N (-1.935, 0.932, -0.450)  0.58
C (-3.149, 1.381, -0.274)  0.06
C (-4.158, 1.384, -1.396)  0.02
C (-3.516, 1.775, 0.999)  0.15
C (-2.594, 1.710, 2.082)  0.02
C (-3.054, 2.310, 3.384)  0.00
N (0.236, -0.135, 3.080)  0.01
N (0.294, -0.718, 1.841)  0.02
C (0.750, -1.983, 2.033)  0.00
C (1.000, -2.995, 0.974)  0.00
C (0.931, -2.191, 3.385)  0.01
C (0.619, -0.995, 4.021)  0.01
C (0.662, -0.644, 5.466)  0.00
H (0.621, 5.104, -0.642)  0.00
H (1.179, 3.538, -1.266)  0.00
H (2.316, 4.675, -0.538)  0.00
H (1.888, 5.277, 2.156)  0.00
H (1.851, 4.463, 4.776)  0.00
H (1.845, 2.704, 4.950)  0.00
H (0.332, 3.606, 5.051)  0.00
H (-0.740, 1.562, 4.190)  0.00
H (-3.738, 0.971, -2.309)  0.00
H (-4.492, 2.407, -1.581)  0.00
H (-5.033, 0.800, -1.116)  0.00
H (-4.535, 2.082, 1.192)  0.01
H (-4.054, 2.722, 3.282)  0.00
H (-2.381, 3.107, 3.696)  0.00
H (-3.063, 1.559, 4.173)  0.00
H (1.618, -2.606, 0.167)  0.00
H (0.060, -3.367, 0.561)  0.00
H (1.528, -3.837, 1.415)  0.00
H (1.288, -3.094, 3.850)  0.00
H (1.091, -1.465, 6.034)  0.00
H (-0.338, -0.446, 5.852)  0.00
H (1.268, 0.247, 5.632)  0.00
C (-3.255, -1.653, 3.120)  0.00
C (-3.462, -1.829, 1.648)  0.00
C (-4.726, -2.160, 1.153)  0.00
C (-4.887, -2.398, -0.195)  0.00
C (-3.779, -2.307, -1.027)  0.00
C (-2.563, -1.964, -0.458)  0.00
N (-2.401, -1.716, 0.843)  0.02
C (-1.338, -1.965, -1.307)  0.01
C (-1.308, -2.949, -2.286)  0.00
C (-0.174, -3.155, -3.040)  0.01
C (0.924, -2.357, -2.801)  0.00
C (0.852, -1.359, -1.844)  0.00
N (-0.259, -1.153, -1.096)  0.00
C (2.038, -0.526, -1.552)  0.00
C (3.141, -0.577, -2.373)  0.00
C (4.289, 0.130, -2.024)  0.00
C (4.288, 0.798, -0.829)  0.00
C (3.139, 0.830, -0.027)  0.00
C (3.275, 1.505, 1.297)  0.00
N (2.000, 0.241, -0.432)  0.01
H (-4.162, -1.303, 3.611)  0.00
H (-2.436, -0.971, 3.323)  0.00
H (-2.996, -2.618, 3.564)  0.00
H (-5.563, -2.247, 1.833)  0.00
H (-5.856, -2.663, -0.598)  0.00
H (-3.872, -2.499, -2.088)  0.00
H (-2.168, -3.592, -2.404)  0.00
H (-0.132, -3.947, -3.776)  0.00
H (1.839, -2.546, -3.339)  0.00
H (3.135, -1.159, -3.281)  0.00
H (5.165, 0.112, -2.659)  0.00
H (5.172, 1.307, -0.471)  0.00
H (4.255, 1.255, 1.696)  0.00
H (2.542, 1.167, 2.019)  0.00
H (3.241, 2.588, 1.178)  0.00
C (4.890, -0.810, 4.390)  0.00
C (4.342, -1.324, 3.084)  0.00
N (5.003, -2.374, 2.552)  0.00
O (3.361, -0.826, 2.536)  0.00
H (5.902, -0.426, 4.251)  0.00
H (4.941, -1.608, 5.130)  0.00
H (4.254, -0.012, 4.759)  0.00
H (5.809, -2.773, 3.000)  0.00
H (4.695, -2.764, 1.678)  0.00
C (-0.971, 0.618, -3.912)  0.00
P (-0.273, 2.009, -3.024)  0.01
C (1.190, 2.537, -3.903)  0.00
C (-1.474, 3.334, -3.087)  0.00
O (0.096, 1.661, -1.578)  0.07
H (-1.409, 0.971, -4.847)  0.00
H (-1.748, 0.148, -3.309)  0.00
H (-0.198, -0.114, -4.144)  0.00
H (0.986, 2.572, -4.974)  0.00
H (1.999, 1.830, -3.714)  0.00
H (1.497, 3.530, -3.575)  0.00
H (-1.453, 3.798, -4.074)  0.00
H (-1.235, 4.089, -2.338)  0.00
H (-2.477, 2.950, -2.906)  0.00

Summary:
Max |F| ... 1.562 eV/A
Net charge ... +3
Kohn-Sham gap (alpha / beta) ... 0.242 / 0.209 Ha
Energy above the lowest of the compared OMol25 structures with the same formula, charge and spin ... 38.6 kcal per mole
2S+1 ... 3
HOMO (alpha / beta) ... -15.918 / -16.094 eV



(3)
Below is a molecular structure, C37H51BrN2P2STi in a non-equilibrium geometry, with properties calculated with the ωB97M-V functional and the def2-TZVPD basis.

Last column: Löwdin spin population.
Atoms and positions in Å:
N (-5.684, 3.969, -4.413)  -0.02
C (-5.567, 4.198, -3.102)  0.00
C (-4.829, 3.363, -2.244)  -0.02
C (-4.139, 2.249, -2.775)  -0.03
C (-4.329, 2.003, -4.153)  -0.02
C (-5.114, 2.879, -4.915)  0.00
C (-3.059, 1.511, -2.054)  -0.24
Ti (-1.588, 0.444, -0.997)  1.26
P (5.037, -0.847, -0.559)  0.60
C (-1.788, 1.336, -2.741)  -0.06
C (-0.552, 1.849, -2.085)  0.03
C (0.729, 1.315, -2.408)  -0.02
C (1.843, 1.774, -1.695)  0.05
C (1.706, 2.539, -0.512)  -0.03
C (0.476, 3.182, -0.279)  0.05
C (-0.671, 2.762, -0.991)  -0.03
Br (2.906, 2.346, 0.913)  0.00
H (-3.214, 1.450, -0.920)  -0.01
H (-1.725, 1.029, -3.794)  0.00
H (-4.736, 3.627, -1.189)  0.00
H (-3.793, 1.199, -4.656)  0.00
H (-6.040, 5.107, -2.717)  0.00
H (-5.222, 2.712, -5.988)  0.00
H (0.814, 0.653, -3.279)  0.00
H (-1.601, 3.341, -0.929)  0.00
H (2.857, 1.502, -2.015)  0.00
H (0.388, 3.932, 0.506)  0.00
P (-0.826, -1.908, -1.158)  0.03
C (5.718, 0.856, -0.398)  0.09
C (7.151, 1.138, -0.902)  0.01
H (5.695, 1.080, 0.687)  0.00
H (4.979, 1.505, -0.905)  0.02
H (7.358, 2.211, -0.808)  0.00
H (7.897, 0.619, -0.288)  0.00
H (7.298, 0.871, -1.957)  0.00
C (4.209, -1.021, -2.172)  0.10
C (4.951, -2.020, -3.082)  0.02
H (4.210, -0.025, -2.638)  0.01
H (3.174, -1.357, -2.002)  0.01
H (4.442, -2.109, -4.044)  0.00
H (5.979, -1.715, -3.298)  0.00
H (4.997, -3.023, -2.649)  0.00
C (4.052, -1.092, 0.958)  0.09
C (4.917, -1.801, 2.024)  0.02
H (3.177, -1.722, 0.724)  0.00
H (3.719, -0.094, 1.306)  0.02
H (4.313, -2.459, 2.656)  0.00
H (5.687, -2.429, 1.561)  0.01
H (5.429, -1.099, 2.689)  0.00
C (-0.506, -2.897, 0.363)  0.00
C (-1.117, -4.301, 0.458)  0.00
H (-0.810, -2.292, 1.238)  0.00
H (0.593, -2.980, 0.415)  0.00
H (-2.172, -4.283, 0.750)  0.00
H (-1.020, -4.881, -0.466)  0.00
H (-0.587, -4.859, 1.237)  0.00
C (0.404, -2.514, -2.335)  0.01
C (0.096, -2.455, -3.828)  0.00
H (0.570, -3.556, -2.028)  0.00
H (1.315, -1.949, -2.099)  0.00
H (-0.883, -2.888, -4.071)  0.00
H (0.145, -1.437, -4.240)  0.00
H (0.857, -3.057, -4.343)  0.00
C (-2.409, -2.554, -1.751)  0.00
C (-3.601, -1.983, -0.988)  0.00
H (-2.334, -3.643, -1.598)  0.00
H (-2.498, -2.383, -2.834)  0.00
H (-3.730, -0.880, -1.129)  0.00
H (-4.515, -2.469, -1.375)  0.00
H (-3.535, -2.207, 0.093)  0.00
N (-1.951, 0.840, 1.037)  0.01
S (-0.800, 0.863, 2.218)  0.01
C (-1.340, 2.039, 3.462)  0.00
C (-0.378, 2.921, 3.995)  0.00
C (-0.727, 3.770, 5.047)  0.00
C (-2.033, 3.744, 5.560)  0.00
C (-2.985, 2.866, 5.024)  0.00
C (-2.645, 2.013, 3.964)  0.00
C (-0.938, -0.658, 3.215)  0.00
C (-2.125, -1.389, 3.289)  0.00
C (-2.177, -2.521, 4.114)  0.00
C (-1.064, -2.890, 4.877)  0.00
C (0.120, -2.142, 4.809)  0.00
C (0.183, -1.027, 3.974)  0.00
H (-2.857, 1.100, 1.439)  0.00
H (0.634, 2.911, 3.580)  0.00
H (0.022, 4.439, 5.475)  0.00
H (-2.305, 4.400, 6.391)  0.00
H (-3.997, 2.830, 5.437)  0.00
H (-3.384, 1.320, 3.558)  0.00
H (-3.000, -1.080, 2.719)  0.00
H (-3.099, -3.105, 4.171)  0.00
H (-1.119, -3.762, 5.539)  0.00
H (0.984, -2.424, 5.407)  0.00
H (1.085, -0.422, 3.918)  0.00

Summary:
Max |F| ... 5.554 eV/A
Net charge ... +2
Kohn-Sham gap (alpha / beta) ... 0.249 / 0.099 Ha
2S+1 ... 3
HOMO (alpha / beta) ... -11.479 / -11.010 eV



(4)
Below is a molecular structure, C37H52As3BaCl2FN8O5S in a non-equilibrium geometry, with properties calculated with the ωB97M-V functional and the def2-TZVPD basis.

Last column: Mulliken charge in e.
Atoms and positions in Å:
Ba (-0.505, 0.181, 0.212)  0.31
Cl (0.394, -2.664, -1.003)  0.14
C (-0.394, -3.065, -2.561)  0.11
C (-0.253, -4.400, -2.899)  -0.89
C (-0.834, -4.842, -4.074)  -0.42
C (-1.529, -3.927, -4.845)  -0.73
C (-1.633, -2.597, -4.451)  0.57
Cl (-2.579, -1.599, -5.566)  -0.22
C (-1.060, -2.066, -3.284)  -0.50
S (-1.133, -0.377, -2.746)  -0.10
H (0.295, -5.065, -2.244)  0.42
H (-0.751, -5.879, -4.378)  0.37
H (-2.010, -4.226, -5.767)  0.41
C (3.995, 1.295, 0.257)  -1.51
As (2.703, -0.138, -0.030)  1.67
C (3.529, -0.853, -1.632)  -1.37
C (3.404, -1.573, 1.152)  -1.37
C (3.436, -1.445, 2.685)  3.34
C (4.556, -0.493, 3.114)  -2.00
C (2.135, -0.874, 3.302)  -2.24
As (0.340, -1.431, 2.676)  1.65
C (0.405, -3.388, 2.510)  -1.32
C (-0.491, -1.472, 4.443)  -1.62
C (3.676, -2.843, 3.311)  -1.52
As (5.074, -4.130, 2.824)  0.26
C (4.448, -4.728, 1.075)  -0.96
C (6.589, -3.066, 2.217)  -1.08
H (3.714, 1.917, 1.106)  0.29
H (3.993, 1.910, -0.643)  0.48
H (4.995, 0.894, 0.414)  0.42
H (4.547, -1.166, -1.403)  0.43
H (3.549, -0.072, -2.389)  0.42
H (2.950, -1.692, -2.008)  0.31
H (4.409, -1.782, 0.791)  0.04
H (2.800, -2.439, 0.864)  0.15
H (4.337, 0.534, 2.820)  0.40
H (5.518, -0.766, 2.678)  0.32
H (4.662, -0.510, 4.203)  0.44
H (2.094, 0.205, 3.131)  0.43
H (2.167, -1.011, 4.386)  0.63
H (0.742, -3.872, 3.426)  0.50
H (1.021, -3.700, 1.669)  0.14
H (-0.626, -3.684, 2.302)  0.28
H (0.108, -2.100, 5.098)  0.57
H (-1.486, -1.901, 4.346)  0.10
H (-0.569, -0.470, 4.859)  0.52
H (2.788, -3.461, 3.189)  -0.11
H (3.796, -2.719, 4.389)  0.56
H (3.424, -5.093, 1.173)  0.26
H (5.078, -5.561, 0.766)  0.46
H (4.483, -3.945, 0.319)  0.17
H (6.984, -2.478, 3.044)  0.30
H (6.352, -2.412, 1.379)  0.23
H (7.352, -3.782, 1.908)  0.41
C (1.383, 2.457, -3.010)  -0.88
C (0.183, 3.128, -2.425)  0.38
N (-0.486, 2.687, -1.388)  0.83
C (-1.539, 3.584, -1.208)  -0.88
C (-1.480, 4.575, -2.122)  -1.13
N (-0.379, 4.277, -2.909)  0.28
C (0.085, 5.100, -4.016)  -0.83
N (-1.000, 5.386, -4.924)  0.64
N (-1.202, 6.679, -5.300)  -0.73
N (-2.188, 6.726, -6.127)  -0.53
C (-2.652, 5.421, -6.297)  0.02
C (-3.715, 4.955, -7.085)  -0.69
C (-3.969, 3.609, -7.051)  -0.63
C (-3.182, 2.737, -6.244)  -0.52
C (-2.137, 3.176, -5.472)  -0.79
C (-1.900, 4.567, -5.535)  1.53
H (1.237, 1.379, -2.953)  -0.16
H (2.295, 2.734, -2.475)  0.22
H (1.531, 2.699, -4.061)  0.44
H (-2.295, 3.427, -0.448)  0.79
H (-2.112, 5.424, -2.330)  0.49
H (0.903, 4.581, -4.500)  0.39
H (0.434, 6.066, -3.671)  0.35
H (-4.308, 5.634, -7.686)  0.42
H (-4.780, 3.194, -7.636)  0.39
H (-3.419, 1.684, -6.229)  0.43
H (-1.574, 2.487, -4.852)  0.42
F (-3.725, -5.184, 3.011)  -0.36
C (-3.928, -3.902, 3.310)  0.48
C (-4.097, -2.971, 2.387)  -0.13
N (-4.307, -1.620, 2.708)  0.13
C (-4.399, -0.614, 1.635)  -1.35
C (-3.036, -0.342, 1.057)  1.36
O (-2.692, 0.888, 0.843)  -0.81
O (-2.303, -1.361, 0.845)  -0.90
C (-4.277, -1.181, 4.008)  0.43
O (-4.343, -0.011, 4.338)  -0.66
N (-4.139, -2.194, 4.946)  -0.03
C (-3.950, -3.559, 4.729)  0.30
O (-3.813, -4.338, 5.641)  -0.62
H (-4.061, -3.201, 1.333)  0.37
H (-4.833, 0.282, 2.060)  0.36
H (-5.059, -0.995, 0.855)  0.29
H (-4.137, -1.895, 5.909)  0.24
C (-1.852, 2.244, 3.601)  -0.70
N (-1.320, 3.187, 2.617)  0.40
C (-1.986, 4.478, 2.462)  -0.98
C (-0.296, 2.877, 1.829)  -0.24
O (0.303, 1.778, 1.846)  -0.54
H (-1.777, 2.674, 4.600)  0.46
H (-1.282, 1.324, 3.559)  -0.21
H (-2.893, 2.026, 3.369)  0.37
H (-1.896, 5.073, 3.368)  0.34
H (-3.043, 4.318, 2.248)  0.32
H (-1.540, 5.023, 1.633)  0.34
H (-0.039, 3.644, 1.096)  0.55

Summary:
Max |F| ... 3.502 eV/A
Net charge ... 0
Kohn-Sham gap ... 0.256 Ha
Energy above the lowest of the compared OMol25 structures with the same formula, charge and spin ... 41.5 kcal per mole
HOMO ... -7.010 eV



Calculated total energy? In order: -4346.67316 -2571.23773 -6053.63304 -10406.72789 hartree.